Record 1
# CH29O17

A cluster of 15 separate species, CH29O17 in total at a distorted geometry (the ωB97M-V functional and the def2-TZVPD basis, the OMol25 dataset).

Geometry (Å):
O: 1.3540 -12.6570 -4.1360
O: 0.7180 -10.8360 -2.0040
O: -5.0640 -13.3830 -0.2310
O: -2.5340 -11.9700 -0.6660
O: -4.8650 -10.1600 0.1420
O: -2.5170 -9.5730 -1.7570
O: -2.8710 -12.5060 -4.5720
O: -4.8260 -10.9770 -2.5060
O: -0.8790 -13.1000 -1.6790
O: -0.2030 -10.3300 0.6920
O: -0.7200 -14.4600 -3.8620
O: 1.5660 -12.5880 0.4950
O: -4.1800 -15.4220 -3.3880
O: -2.9450 -13.6220 -2.0110
O: -2.8250 -10.7700 1.8760
O: 0.8200 -14.9920 -0.8180
O: -3.0190 -15.5060 -0.3900
C: -2.0580 -12.9060 -1.4540
H: -2.8000 -13.0700 -3.8090
H: -3.3210 -9.2980 -1.3340
H: -5.7580 -10.4620 0.2440
H: 1.3530 -15.5630 -1.4080
H: -2.1440 -11.1930 1.3030
H: 0.1080 -14.5920 -1.3170
H: 0.0870 -10.5350 1.5530
H: 1.2580 -11.8240 -0.0100
H: 0.0650 -11.4710 -1.7320
H: -1.0860 -13.8300 -3.2130
H: -5.7370 -12.7120 -0.4450
H: -3.0120 -14.6400 -0.8340
H: -1.9540 -11.3000 -0.3450
H: -0.1430 -9.3630 0.6000
H: -3.2820 -11.4700 2.3230
H: 1.2150 -13.3250 -0.0600
H: -1.7850 -8.9490 -1.6550
H: -3.7120 -14.7390 -2.9000
H: 1.8480 -12.7520 -3.3350
H: 0.8470 -10.8890 -2.9750
H: -2.4860 -15.9140 -1.0630
H: -4.1860 -10.8400 0.2500
H: -1.3570 -14.4330 -4.5830
H: -3.7150 -12.0970 -4.6390
H: -4.2700 -12.9790 -0.5680
H: -3.8840 -10.8890 -2.3800
H: -5.0890 -15.0750 -3.2920
H: 0.6940 -13.3670 -4.1290
H: -5.1470 -11.0270 -1.6140

Cartesian forces (eV/Å) of the 6 atoms listed first:
0.10 0.44 -0.95
1.07 1.59 -0.58
-1.50 0.60 0.55
-1.74 -0.01 0.98
0.46 1.18 -0.47
1.17 -0.29 -0.56

## Properties
Net charge ... -1
Relative energy (zero: lowest compared OMol25 entry of this formula, charge and spin) ... 85.2 kJ/mol
Multiplicity ... 1
LUMO level ... 2.300 eV
Kohn-Sham gap ... 9.44 eV

These are the Mulliken partial charges, in e, on atoms 1 to 4:
1. O -0.74
2. O -0.73
3. O -0.65
4. O 0.20

***

Record 2
# C22H26N2O6S

An isolated molecule of C22H26N2O6S (the ωB97M-V functional and the def2-TZVPD basis, the OMol25 dataset).

Geometry (Å):
S: 0.0235 0.0945 -2.4467
O: -1.2867 -3.3625 -1.0036
O: 3.3731 -2.8430 -0.6704
O: -1.7474 4.2630 -0.8421
O: 3.0037 0.8970 0.6715
O: 1.3170 -3.9023 -1.8759
O: -2.2664 4.2568 1.3317
N: 1.4689 1.9987 -0.5443
N: 0.9935 1.3933 1.6439
C: 0.0943 2.3681 -0.7874
C: 0.7145 -1.5539 1.5132
C: -0.0791 2.2547 1.6677
C: 1.9877 -1.8609 1.0611
C: 0.6803 -3.6088 -3.0992
C: 2.1648 -2.5752 -0.1147
C: 1.0512 -3.0860 -0.8033
C: 1.3434 0.5547 2.7754
C: -0.3875 -2.0147 0.8117
C: -0.6734 2.5544 3.0054
C: -2.0416 0.9860 -1.2232
C: -2.7624 5.2355 -1.0252
C: -2.4846 -0.1126 -1.9945
C: -1.4842 -0.6889 -2.7041
C: 0.5317 -0.7485 2.7745
C: -0.7128 1.2344 -1.3686
C: -0.2334 -2.8124 -0.3184
C: -0.5186 2.8292 0.5156
C: -2.5672 -3.2903 -0.4292
C: 4.5103 -2.2347 -0.1014
C: 1.8929 1.3750 0.5723
C: -1.5786 3.8284 0.4287
H: -2.5341 6.1380 -0.4540
H: -3.2140 -3.8742 -1.0829
H: -3.5074 -0.4447 -2.0256
H: 0.0864 2.9576 3.6736
H: -1.0875 1.6547 3.4547
H: 2.4064 0.3314 2.6716
H: -3.7273 4.8474 -0.6920
H: -2.9344 -2.2600 -0.3872
H: -1.4666 3.2855 2.8951
H: -2.5798 -3.7248 0.5753
H: 0.0970 3.1948 -1.5098
H: -2.7841 5.4512 -2.0903
H: -0.5287 -0.5237 2.9045
H: 4.3789 -1.1527 -0.0044
H: -0.4000 -3.7638 -3.0422
H: -1.3754 -1.7694 1.1681
H: -2.6898 1.5682 -0.5936
H: 1.1103 -4.2994 -3.8236
H: 4.7453 -2.6640 0.8784
H: 2.0965 1.9476 -1.3322
H: 0.8885 -2.5797 -3.4129
H: 0.8564 -1.3423 3.6335
H: 2.8449 -1.5193 1.6137
H: 1.1959 1.0895 3.7136
H: 5.3286 -2.4458 -0.7881
H: -1.5329 -1.5313 -3.3637

Cartesian forces (eV/Å) of the 6 atoms listed first:
-0.51 0.16 0.24
0.59 -0.01 0.00
-0.35 -0.16 -0.10
0.31 -0.28 0.05
0.33 -0.15 -0.01
-0.13 0.04 0.54

## Properties
Relative energy (zero: lowest compared OMol25 entry of this formula, charge and spin) ... 167.4 kJ/mol
Multiplicity ... 1
LUMO level ... 0.552 eV
Kohn-Sham gap ... 8.46 eV
SMILES ... COC(=O)C1=C(C)N(CCc2cc(OC)c(OC)c(OC)c2)C(=O)N[C@H]1c1cccs1

These are the Mulliken partial charges, in e, on atoms 1 to 4:
1. S -0.24
2. O -0.41
3. O -0.46
4. O -0.28

***

Record 3
# C2H4NPS

A cluster of 2 separate species, C2H4NPS in total at a distorted geometry (the ωB97M-V functional and the def2-TZVPD basis, the OMol25 dataset).

Geometry (Å):
S: -0.8160 0.8718 -1.1961
P: -1.4892 -1.9484 2.3555
N: -0.5084 -1.5773 1.2054
C: 0.1499 -1.3203 0.1122
C: 0.2743 1.9311 -0.8375
H: 0.7879 -0.4621 0.3496
H: 1.3292 1.6887 -1.0961
H: 0.0063 2.7065 -0.1322
H: 0.2660 -1.8901 -0.7608

Cartesian forces (eV/Å) of the 6 atoms listed first:
-1.75 -0.95 -1.05
0.95 0.38 -0.79
-1.16 -1.22 -1.00
0.48 1.69 3.87
1.63 0.09 0.69
0.25 -0.46 -0.94

## Properties
Relative energy (zero: lowest compared OMol25 entry of this formula, charge and spin) ... 340.2 kJ/mol
Multiplicity ... 1
LUMO level (alpha / beta) ... -0.445 / -0.445 eV
Kohn-Sham gap (alpha / beta) ... 6.78 / 6.78 eV

These are the Mulliken partial charges, in e, on atoms 1 to 4:
1. S -0.17
2. P -0.20
3. N 0.04
4. C -0.55

***

Record 4
# C30H54N5O3

A cluster of 4 separate species, C30H54N5O3 in total at a distorted geometry (the ωB97M-V functional and the def2-TZVPD basis, the OMol25 dataset).

Geometry (Å):
O: 0.1767 0.0560 -1.5313
O: 2.1270 1.0081 -1.8937
O: 0.8683 0.4474 -3.5401
N: 3.1365 4.0986 2.1720
N: 2.8573 -3.4286 -2.5102
N: 1.0652 0.5054 -2.3138
N: -3.9315 -0.6865 -1.9221
N: -9.4792 0.1066 2.1749
C: 3.2811 3.5231 0.7926
C: -7.2737 -0.1830 0.6059
C: -7.9829 -1.3041 1.0304
C: 2.2541 1.8728 2.9379
C: 3.5766 2.0393 0.8521
C: 2.8143 -3.6032 -0.0016
C: 2.5265 1.2212 1.5828
C: 3.7832 -2.2691 -2.4226
C: 3.6181 -4.6985 -2.6328
C: -8.8271 1.2049 1.7619
C: 4.4400 4.0484 2.9365
C: -10.5859 0.2810 3.1522
C: -2.7646 -0.8208 -2.8196
C: 0.3251 -4.1176 -5.3557
C: -6.1489 -1.1847 -1.3919
C: 2.6406 5.4993 1.9866
C: 1.9974 3.3559 2.8203
C: 4.4237 4.8447 4.2208
C: -3.8356 0.2067 -0.9121
C: 5.8002 4.9258 4.8802
C: 1.9963 -3.4890 -1.2676
C: -9.0743 -1.1261 1.8440
C: -5.0282 -1.4005 -2.1668
C: -4.9126 0.3473 -0.0759
C: -7.6945 1.0876 0.9964
C: 3.7706 -2.4328 0.1500
C: 4.5868 -2.1912 -1.1088
C: 0.8963 -4.2675 -3.9519
C: 2.0047 -3.2502 -3.7581
C: -6.0904 -0.3795 -0.2620
H: 6.3504 5.7523 4.4333
H: -11.2668 1.0578 2.8190
H: -2.8692 -1.6990 -3.4497
H: 6.4089 4.0372 4.6961
H: 2.3961 3.7274 0.1912
H: -7.1041 -1.6140 -1.6714
H: 1.4421 -2.5440 -1.3516
H: 3.6580 1.7299 -0.1952
H: 2.2902 5.9199 2.9202
H: 3.2742 -1.5257 0.4920
H: -4.8008 0.9227 0.8366
H: 3.4752 6.0582 1.5642
H: -1.8055 -0.8950 -2.2999
H: 4.6415 2.9982 3.1215
H: 3.1647 -1.3708 -2.4916
H: 1.8378 5.4992 1.2561
H: 4.0096 -4.8223 -3.6392
H: 3.3770 -4.5360 -0.0678
H: -9.3448 2.1396 1.9284
H: 4.0907 5.8561 3.9783
H: 2.7359 -3.3256 -4.5660
H: 4.5441 -2.2550 -3.1995
H: 1.7415 3.8395 3.7639
H: 5.3739 -2.9450 -1.2267
H: 2.1584 -3.6499 0.8657
H: -10.1368 0.4808 4.1202
H: -7.1672 1.9651 0.6481
H: 1.2772 -4.2969 -1.3725
H: 4.5778 1.7976 1.2190
H: -11.1471 -0.6485 3.1916
H: -2.8739 0.7015 -0.8763
H: 5.1740 4.4000 2.2105
H: -5.0476 -2.0531 -3.0262
H: 4.4947 -2.7094 0.9221
H: -0.5086 -4.7948 -5.5198
H: 1.0589 -4.3195 -6.1411
H: -7.6267 -2.2435 0.6343
H: 5.7262 5.0376 5.9571
H: 1.5842 1.1297 1.0372
H: 2.9632 -5.5407 -2.4185
H: 4.4315 -4.7612 -1.9187
H: 1.6456 -2.2200 -3.7235
H: 4.0845 4.0288 0.2517
H: 5.1570 -1.2637 -1.1301
H: 2.9544 0.2240 1.6714
H: -9.6536 -1.9563 2.2227
H: 1.1919 -5.3006 -3.7781
H: 1.4850 1.3647 3.5278
H: -2.7256 0.0706 -3.4443
H: 1.0994 3.5668 2.2324
H: 3.0830 1.6827 3.6349
H: 0.1075 -3.9951 -3.2444
H: 0.0493 -3.0784 -5.5522
H: 3.6255 4.5293 4.8983

Cartesian forces (eV/Å) of the 6 atoms listed first:
0.25 0.00 0.43
-0.46 -0.41 0.61
-0.12 -0.32 0.25
-1.55 0.53 -0.42
0.13 -1.02 -0.08
0.03 0.28 -1.00

## Properties
Net charge ... +3
Multiplicity ... 1
LUMO level ... -8.848 eV
Kohn-Sham gap ... 5.08 eV

These are the Mulliken partial charges, in e, on atoms 1 to 4:
1. O -0.65
2. O -0.56
3. O -0.66
4. N 0.21

***

Record 5
# C3H37N2O14

A cluster of 15 separate species, C3H37N2O14 in total at a distorted geometry (the ωB97M-V functional and the def2-TZVPD basis, the OMol25 dataset).

Geometry (Å):
O: -2.3721 -2.3588 2.0312
O: -4.1958 0.8639 2.2751
O: 0.4201 1.3401 -3.2323
O: -1.2400 -0.0687 0.0942
O: 2.6299 -2.6335 0.1844
O: 1.3317 -1.8078 -4.4207
O: 0.7656 2.1309 -0.4382
O: 2.0507 -0.4364 -1.7781
O: -0.2593 -1.7537 -1.6816
O: -1.1329 -4.3046 -0.6798
O: -1.8026 1.9078 -1.9084
O: -3.2806 -0.4482 -2.2493
O: -1.5805 2.7141 2.5463
O: -1.0886 0.0330 2.6849
N: 3.6433 1.2788 -0.0580
N: 1.4524 0.2523 1.4020
C: 1.9652 1.7199 3.3243
C: 3.2732 1.7764 1.3190
C: 2.2172 1.2031 1.9337
H: -0.3848 -4.2246 -1.2848
H: -2.7128 2.0750 -1.6427
H: -2.1768 -2.7376 1.1599
H: 0.9268 3.0662 -0.6132
H: -1.6691 1.0394 -1.4784
H: -1.1003 -2.1781 -1.4379
H: 4.6396 1.4555 -0.1002
H: 1.6330 0.3968 -2.0546
H: -0.4805 1.0639 -3.4521
H: -1.3571 -5.2290 -0.5384
H: -1.1315 -0.3942 3.5584
H: -1.9138 2.8649 3.4284
H: 1.9363 -3.2800 0.0698
H: 1.4081 0.2574 0.3982
H: 0.9927 2.2039 3.3078
H: 2.7281 2.4552 3.6274
H: 0.5665 0.0022 1.8453
H: -4.0344 -0.2922 -1.6774
H: 3.1417 1.8299 -0.7492
H: -3.5252 -1.0690 -2.9430
H: 2.3676 1.0575 4.0988
H: 1.2845 -2.7530 -4.2303
H: 0.5148 -1.6741 -4.9203
H: -1.3121 1.7885 2.4240
H: 2.3706 -0.9075 -2.5559
H: 0.3088 2.2704 -3.0167
H: -3.3282 -2.3509 2.1533
H: -2.0509 -0.5312 0.3381
H: -1.4497 -0.7740 2.2490
H: 3.4882 0.2771 -0.1807
H: 3.9954 2.5062 1.6314
H: -0.0436 1.9813 -0.9670
H: 2.4327 -1.8210 -0.2915
H: -4.5496 1.5018 2.8990
H: -3.2463 0.8326 2.4410
H: -0.6393 -0.7485 -0.2911
H: -0.4260 -1.3692 -2.5529

Cartesian forces (eV/Å) of the 6 atoms listed first:
0.31 0.23 0.05
-0.11 -0.38 -0.07
0.37 -0.04 -0.34
0.30 0.13 0.09
1.05 0.02 0.54
-0.07 -0.19 -0.11

## Properties
⟨S²⟩ ... 0.75
Relative energy (zero: lowest compared OMol25 entry of this formula, charge and spin) ... 110.2 kJ/mol
Multiplicity ... 2
LUMO level (alpha / beta) ... -0.036 / -0.158 eV
Kohn-Sham gap (alpha / beta) ... 2.39 / 8.70 eV

These are the Mulliken partial charges, in e, on atoms 1 to 4:
1. O -0.75
2. O -0.59
3. O -0.57
4. O -0.28

***

Record 6
# C2H3NOS3

A structure of composition C2H3NOS3 at a distorted geometry (the ωB97M-V functional and the def2-TZVPD basis, the OMol25 dataset).

Geometry (Å):
S: 1.4270 -0.0258 0.9686
S: 0.7373 1.8537 0.3249
S: 1.5372 -2.4150 -0.3976
O: -2.5748 -0.1590 -1.3358
N: -1.6542 0.2909 0.7934
C: 1.0800 -0.8416 -0.4448
C: -2.0309 0.2045 -0.3842
H: -1.3024 1.1489 1.2330
H: 1.2177 -2.8082 -1.6306
H: 1.5632 2.7517 0.8732

Cartesian forces (eV/Å) of the 6 atoms listed first:
0.16 1.95 0.88
-0.14 0.29 -0.16
0.53 -2.50 -0.47
0.20 0.22 -1.28
-0.48 0.63 -1.56
-0.18 0.98 -0.19

## Properties
⟨S²⟩ ... 2.01
Relative energy (zero: lowest compared OMol25 entry of this formula, charge and spin) ... 104.3 kJ/mol
Multiplicity ... 3
LUMO level (alpha / beta) ... -0.109 / -2.123 eV
Kohn-Sham gap (alpha / beta) ... 6.78 / 6.90 eV

These are the Mulliken partial charges, in e, on atoms 1 to 4:
1. S -0.03
2. S -0.30
3. S -0.23
4. O -0.39

***

Q: multiplicity of number 2 (C22H26N2O6S)?
A: 1

***

Please write out number 3 again, unchanged.
# C2H4NPS

A cluster of 2 separate species, C2H4NPS in total at a distorted geometry (the ωB97M-V functional and the def2-TZVPD basis, the OMol25 dataset).

Geometry (Å):
S: -0.8160 0.8718 -1.1961
P: -1.4892 -1.9484 2.3555
N: -0.5084 -1.5773 1.2054
C: 0.1499 -1.3203 0.1122
C: 0.2743 1.9311 -0.8375
H: 0.7879 -0.4621 0.3496
H: 1.3292 1.6887 -1.0961
H: 0.0063 2.7065 -0.1322
H: 0.2660 -1.8901 -0.7608

Cartesian forces (eV/Å) of the 6 atoms listed first:
-1.75 -0.95 -1.05
0.95 0.38 -0.79
-1.16 -1.22 -1.00
0.48 1.69 3.87
1.63 0.09 0.69
0.25 -0.46 -0.94

## Properties
Relative energy (zero: lowest compared OMol25 entry of this formula, charge and spin) ... 340.2 kJ/mol
Multiplicity ... 1
LUMO level (alpha / beta) ... -0.445 / -0.445 eV
Kohn-Sham gap (alpha / beta) ... 6.78 / 6.78 eV

These are the Mulliken partial charges, in e, on atoms 1 to 4:
1. S -0.17
2. P -0.20
3. N 0.04
4. C -0.55

***

Q: Among the records above, which one has the highest multiplicity?
A: C2H3NOS3

***

Q: What is the multiplicity in the sixth record?
A: 3